Density functional theory data (the ωB97M-V functional and the def2-TZVPD basis) for the molecule C4H8O2.

```
! wB97M-V def2-TZVPD RIJCOSX def2/J DEFGRID3
* xyz 0 1
C -1.72875 -0.04860 -0.63219
O -1.26006 -0.06743 0.69492
C -0.12145 -0.87977 0.80717
C 1.05665 -0.37555 -0.03206
C 1.43240 1.08337 0.09072
O 1.68419 -1.14209 -0.73067
H -2.58174 0.62823 -0.66202
H -0.95499 0.31554 -1.31967
H -2.02390 -1.04831 -0.98112
H 0.15947 -0.86588 1.86527
H -0.32581 -1.91621 0.50200
H 2.14589 1.18627 0.90877
H 0.58375 1.73090 0.30717
H 1.93436 1.39953 -0.81830
*
```

Summary:
SMILES: COCC(C)=O
Energy above the lowest of the compared OMol25 structures with the same formula, charge and spin: 31.9 kcal per mole
LUMO: 0.899 eV
Frontier orbital gap: 10.46 eV

Atom charges from the natural (NBO) analysis, given in e for atoms 1 to 6: atom 1 (C): -0.256, atom 2 (O): -0.523, atom 3 (C): -0.171, atom 4 (C): 0.566, atom 5 (C): -0.735, atom 6 (O): -0.530